Record 1
A structure of composition C32H39N5RhS at a distorted geometry, computed with ωB97M-V/def2-TZVPD.

Its spin multiplicity is 5. Its net charge is -1. As for the HOMO-LUMO gap (spin up / spin down): 2.936 / 5.736 eV.

XYZ file:
```
78
Properties=species:S:1:pos:R:3:forces:R:3
Rh 0.4694 0.0067 -0.1775 1.16 5.85 -3.24
N -4.2361 2.2295 0.4391 0.54 2.15 -0.07
N -0.0081 1.1089 -2.9582 -1.56 -0.08 -0.07
C 1.1211 -1.7858 0.5288 0.82 -1.71 0.63
C -0.1542 -1.9162 -0.1031 -0.82 -1.89 0.23
C -1.0769 -1.0942 0.6103 -1.38 -1.13 0.60
C -2.5676 -1.0362 0.4611 0.12 0.21 -0.08
H -2.9111 -1.7883 -0.2495 -0.10 0.00 0.01
H -2.9077 -0.0560 0.1145 0.04 -0.22 0.10
H -3.0424 -1.2184 1.4333 -0.05 -0.06 -0.15
C -0.3678 -0.4277 1.6456 -0.61 -0.53 1.35
C -1.0342 0.4301 2.6743 0.01 0.00 -0.09
H -1.5631 -0.1958 3.4061 0.08 0.05 -0.05
H -1.7716 1.0881 2.2035 0.10 -0.01 0.07
H -0.3091 1.0418 3.2098 -0.03 0.11 0.02
C 0.9884 -0.8599 1.6046 0.51 -0.83 1.41
C 2.0797 -0.5260 2.5740 -0.06 -0.02 0.03
H 1.7998 0.3336 3.1839 0.10 -0.03 -0.01
H 3.0112 -0.2915 2.0444 -0.05 -0.02 0.13
H 2.2842 -1.3698 3.2472 0.00 0.06 -0.05
C -0.5124 -2.9054 -1.1728 0.02 0.23 0.13
H -0.8149 -3.8761 -0.7583 0.01 0.10 0.03
H 0.3477 -3.0778 -1.8183 -0.13 -0.02 0.02
H -1.3394 -2.5138 -1.7697 0.12 -0.10 -0.12
C 2.3372 -2.6215 0.2660 -0.12 0.17 -0.08
H 3.2351 -2.0523 0.5117 0.09 -0.10 -0.09
H 2.3832 -2.8981 -0.7878 0.16 -0.03 0.02
H 2.3472 -3.5447 0.8618 -0.06 0.09 -0.01
C -4.1296 3.4666 0.9277 0.15 -0.80 0.08
H -4.5092 3.5747 1.9515 0.15 0.25 -0.37
C -3.5549 4.5376 0.2260 -0.20 0.59 0.69
H -3.6426 5.5372 0.6847 0.29 -0.55 -0.38
C -2.8464 4.3062 -0.9610 -0.23 -0.32 0.54
H -2.2728 5.1103 -1.4155 -0.03 -0.29 0.00
C -2.9046 3.0417 -1.5010 -0.81 -1.09 -0.74
H -2.3876 2.7395 -2.4201 -0.11 0.24 0.43
C -3.8270 2.0933 -0.8976 -0.63 0.90 1.96
C -4.7343 1.1636 -1.3178 1.64 -1.95 -3.42
H -4.6600 0.4861 -2.2340 -0.67 0.89 1.25
C 0.8383 0.4378 -2.2052 0.86 -0.51 -0.08
C 0.3007 0.9460 -4.2854 1.47 -0.08 0.31
H -0.3157 1.2724 -5.1137 0.09 0.28 0.22
C 1.5046 0.3004 -4.3630 -0.37 -0.36 -0.25
H 2.0943 0.0348 -5.2292 0.07 -0.01 0.18
N 1.8469 -0.0737 -3.0631 -0.81 0.30 -0.42
C 2.9577 -0.9074 -2.7573 0.04 0.21 -0.45
C 3.0631 -2.1720 -3.3700 0.36 0.26 0.81
C 4.2337 -2.9076 -3.1520 -0.28 0.35 -0.28
H 4.3176 -3.8998 -3.5868 0.06 0.07 -0.10
C 5.2942 -2.3924 -2.4139 -0.37 0.20 0.35
C 6.6119 -3.0932 -2.3819 0.32 -0.25 0.04
H 7.1183 -2.9741 -1.4238 -0.02 -0.02 0.05
H 7.2806 -2.6872 -3.1473 -0.03 0.01 0.02
H 6.5058 -4.1583 -2.5899 -0.01 -0.04 0.05
C 5.1174 -1.1852 -1.7395 -0.36 0.08 -0.47
H 5.8878 -0.8158 -1.0758 0.20 0.08 -0.05
C 3.9771 -0.4026 -1.9416 -0.14 -0.43 0.05
C 3.8153 0.9409 -1.3011 0.17 0.30 0.33
H 3.2430 1.6225 -1.9509 0.13 -0.26 0.43
H 4.7958 1.3841 -1.0927 -0.06 -0.05 -0.05
H 3.2780 0.8422 -0.3373 0.00 0.14 -0.52
C 1.9186 -2.7382 -4.1488 -0.23 -0.36 -0.31
H 1.6175 -2.0705 -4.9695 -0.02 -0.36 0.35
H 1.0467 -2.9050 -3.4962 0.27 0.27 -0.40
H 2.1946 -3.7132 -4.5680 -0.01 0.15 0.02
C -0.9675 4.2651 2.6142 0.88 -0.27 0.32
N 0.4006 3.7644 2.7134 -1.79 1.13 1.52
C 1.2781 4.0411 3.7393 0.41 -0.23 0.12
C 2.4319 3.3705 3.4879 -0.61 0.36 -0.06
N 2.2369 2.7067 2.2840 2.24 -0.87 -0.05
C 0.9811 2.9424 1.7978 -1.01 -0.53 -2.41
S 0.3225 2.5285 0.2849 0.60 -0.17 -0.14
H -1.0468 5.0178 1.8238 -0.07 -0.06 -0.07
H -1.6551 3.4422 2.3955 0.10 0.14 -0.05
H -1.2214 4.7090 3.5822 -0.04 -0.02 -0.18
H 1.0016 4.7014 4.5467 0.10 -0.13 -0.01
H 3.3555 3.3251 4.0264 0.11 0.04 0.14
H 2.9136 2.0941 1.8238 -0.71 0.56 0.34
```
Positions in Å, forces in eV/Å.

Mulliken population analysis, charges in e, atoms 1 to 6: atom 1 (Rh): 0.024, atom 2 (N): -0.468, atom 3 (N): -0.248, atom 4 (C): 0.991, atom 5 (C): 0.077, atom 6 (C): 0.721

---

Record 2
A cluster of 5 separate species, C32H39O2 in total at a distorted geometry, computed with ωB97M-V/def2-TZVPD.

Its net charge is -1. As for the HOMO-LUMO gap: 3.546 eV.

XYZ file:
```
73
Properties=species:S:1:pos:R:3:forces:R:3
C -1.1389 0.4162 2.1925 -0.43 0.83 -0.43
C -1.1267 1.5987 1.0351 1.25 0.45 1.74
C -1.3947 3.0874 1.7213 0.39 -1.08 -0.83
C -2.8631 3.6697 1.2405 0.77 0.34 -0.43
C -4.1257 2.6732 1.5621 0.42 -0.79 1.43
C -5.1344 3.3726 2.6761 2.15 1.52 -0.24
O -6.5634 3.1196 2.4339 -0.03 -4.45 0.20
C -6.8932 1.6851 2.4694 2.11 -3.56 2.04
C -8.3150 1.2535 1.7024 -0.06 1.82 0.61
O -6.1899 0.7236 3.0812 -3.91 6.31 -3.56
H -1.1416 0.8585 3.3005 0.17 -0.86 -1.91
H -2.1467 -0.1878 2.0929 2.09 0.69 0.36
H -0.1860 -0.2502 2.0403 -1.92 0.80 0.44
H -0.0493 1.5555 0.5596 -1.71 0.41 1.02
H -0.5171 3.8137 1.3864 -1.97 -1.03 0.52
H -1.3354 3.0428 2.9032 -0.36 0.14 -1.96
H -2.8362 3.8298 0.0671 0.10 -0.37 2.44
H -2.9600 4.7452 1.7270 -0.32 -1.96 -0.81
H -4.6823 2.3181 0.5876 0.91 1.01 1.99
H -3.7257 1.6742 2.0790 -0.71 2.23 -1.37
H -4.9810 4.5483 2.5365 -0.82 -2.53 0.29
H -4.7935 3.1604 3.8000 -0.98 0.04 -2.51
H -9.0873 2.0980 2.0092 1.50 -1.71 -0.70
H -8.2206 1.3146 0.5303 0.07 -0.26 2.46
H -8.7448 0.2314 2.0769 1.33 1.95 -0.73
C -8.0151 -3.0471 3.5280 -0.13 -0.06 0.03
C -8.4870 -2.0394 4.3687 -0.07 -0.03 0.02
C -9.7607 -2.1366 4.9283 0.05 -0.20 -0.14
C -10.5593 -3.2474 4.6549 0.16 0.02 -0.07
C -10.0859 -4.2569 3.8172 0.07 0.12 0.03
C -8.8158 -4.1552 3.2501 -0.06 0.17 0.15
H -7.0238 -2.9694 3.0893 -0.15 0.04 0.08
H -7.8620 -1.1772 4.5872 -0.05 -0.12 -0.11
H -10.1307 -1.3480 5.5779 0.06 -0.10 -0.08
H -11.5500 -3.3256 5.0948 0.12 0.00 -0.06
H -10.7077 -5.1232 3.6055 0.08 0.13 0.03
H -8.4495 -4.9392 2.5932 -0.04 0.10 0.09
C 3.6054 -1.2074 0.6698 0.01 0.22 -0.08
C 2.9429 -0.2070 1.3806 0.13 0.01 -0.10
C 2.8912 1.0915 0.8746 0.11 -0.02 -0.05
C 3.4942 1.3877 -0.3481 0.04 -0.21 0.11
C 4.1535 0.3864 -1.0607 -0.05 -0.03 0.15
C 4.2132 -0.9100 -0.5502 -0.10 0.10 0.10
H 3.6484 -2.2185 1.0661 -0.03 0.12 -0.06
H 2.4672 -0.4395 2.3301 0.03 0.07 -0.18
H 2.3807 1.8722 1.4319 -0.03 -0.18 -0.13
H 3.4498 2.3985 -0.7449 -0.03 -0.15 0.05
H 4.6220 0.6170 -2.0144 -0.05 -0.02 0.09
H 4.7316 -1.6886 -1.1030 -0.08 0.07 0.04
C 8.4054 -4.1584 -1.5955 0.00 0.18 -0.09
C 7.7429 -3.1580 -0.8847 0.09 0.02 -0.14
C 7.6912 -1.8595 -1.3907 0.09 -0.07 -0.09
C 8.2942 -1.5633 -2.6134 0.00 -0.19 0.08
C 8.9535 -2.5646 -3.3260 -0.07 -0.04 0.14
C 9.0132 -3.8611 -2.8155 -0.10 0.13 0.11
H 8.4484 -5.1695 -1.1992 -0.01 0.14 -0.06
H 7.2672 -3.3905 0.0648 0.06 0.06 -0.14
H 7.1807 -1.0788 -0.8334 0.05 -0.12 -0.08
H 8.2498 -0.5526 -3.0102 0.00 -0.12 0.06
H 9.4220 -2.3340 -4.2797 -0.06 -0.04 0.14
H 9.5316 -4.6396 -3.3683 -0.07 0.10 0.06
C 6.8111 1.8470 -6.7544 -0.16 -0.05 0.07
C 6.8674 0.7521 -5.8926 -0.15 0.09 -0.02
C 5.7077 0.2960 -5.2665 -0.02 0.14 -0.12
C 4.4888 0.9294 -5.5104 0.14 0.04 -0.07
C 4.4319 2.0220 -6.3752 0.14 -0.06 0.02
C 5.5932 2.4839 -6.9939 0.03 -0.18 0.12
H 7.7157 2.2044 -7.2394 -0.12 -0.05 0.07
H 7.8161 0.2544 -5.7080 -0.13 0.07 -0.02
H 5.7531 -0.5530 -4.5899 -0.01 0.09 -0.08
H 3.5841 0.5710 -5.0264 0.13 0.06 -0.05
H 3.4816 2.5145 -6.5663 0.15 -0.08 0.05
H 5.5494 3.3386 -7.6633 0.00 -0.11 0.08
```
Positions in Å, forces in eV/Å.

Mulliken population analysis, charges in e, atoms 1 to 6: atom 1 (C): -0.802, atom 2 (C): -0.568, atom 3 (C): -0.870, atom 4 (C): -0.564, atom 5 (C): -0.132, atom 6 (C): -0.361

---

Record 3
A structure of composition C32H40AsNO7PtS3 at a distorted geometry, computed with ωB97M-V/def2-TZVPD.

Its spin multiplicity is 3. As for the HOMO-LUMO gap (spin up / spin down): 8.006 / 7.483 eV.

XYZ file:
```
85
Properties=species:S:1:pos:R:3:forces:R:3
Pt -0.2852 -1.7792 -0.0372 0.01 0.83 1.10
O -1.4263 -2.7267 3.0889 1.28 -0.20 0.46
S -2.4417 -3.0261 2.1107 -0.63 0.70 0.98
O -3.0825 -4.2734 2.3358 -0.60 -0.89 -0.49
O -1.9944 -2.8363 0.6989 -0.25 -0.40 -0.05
C -3.6283 -1.7381 2.3845 -0.87 0.09 -0.44
C -4.9752 -2.0626 2.5173 -0.36 -1.22 0.56
C -5.9730 -1.0963 2.6223 0.55 -0.45 -0.11
C -5.6057 0.2017 2.3989 -0.25 1.46 -0.90
C -4.2804 0.5523 2.0909 -1.06 -0.42 1.70
C -3.2969 -0.3806 2.3018 0.95 0.06 -0.73
S -1.6712 0.3720 2.5578 -1.18 2.57 -1.36
O -1.7601 1.6836 1.8614 0.21 -1.63 0.83
O -1.5530 0.4685 3.9851 0.31 -0.30 0.55
O -0.6685 -0.4728 1.9222 1.10 -0.50 -0.26
H -5.3197 -3.1038 2.6653 0.74 0.53 -0.38
H -6.9817 -1.4305 2.8307 0.00 0.30 0.02
H -6.3224 1.0290 2.4098 0.02 -0.45 0.00
H -4.0027 1.5783 1.9859 0.09 0.40 -0.20
C 1.6809 -3.8351 3.8060 -1.25 1.74 1.03
N 1.1940 -2.4679 3.4883 0.20 0.65 0.12
C 1.0446 -1.5755 4.6708 -1.16 0.96 1.34
C 1.9782 -1.8101 2.3630 -0.36 -0.96 0.35
C 2.3161 -2.6854 1.1966 1.21 -0.94 0.32
C 3.4979 -3.4782 1.1911 -0.26 -0.33 0.78
C 3.8044 -4.2559 0.0965 -0.06 0.25 0.28
C 2.9633 -4.2813 -1.0253 1.76 -1.93 -0.98
C 1.7634 -3.6316 -0.9916 -0.34 0.21 -0.34
C 1.4826 -2.8079 0.1076 -1.37 0.37 -0.73
H 1.0582 -4.1192 4.6424 -0.10 -0.76 -0.05
H 2.6981 -3.8158 4.1022 1.01 0.15 0.23
H 1.5457 -4.3482 2.9090 -0.24 -1.52 -1.02
H 0.2145 -2.5356 3.1727 -0.58 -0.39 -0.40
H 1.8266 -1.6478 5.4274 0.24 -0.61 -0.32
H 0.0308 -1.6404 5.2180 1.47 -0.52 -1.28
H 1.0689 -0.5434 4.3492 -0.09 0.18 -0.41
H 2.8154 -1.4252 2.8514 1.83 0.42 0.61
H 1.4184 -0.9692 2.0711 -0.92 0.91 -0.40
H 4.1272 -3.6687 2.0921 -0.51 0.79 -0.64
H 4.6830 -4.8833 0.1960 -0.03 0.01 -0.47
H 3.3491 -4.9453 -1.8721 -1.06 1.06 1.01
H 0.9968 -3.7331 -1.7891 0.85 0.05 0.54
C -2.7425 -0.4746 -2.4690 0.27 0.17 1.68
As -1.2398 -1.6796 -2.1817 -0.76 -1.11 -0.78
C -0.0217 -1.1795 -3.5373 -0.52 0.48 -1.29
C -2.0079 -3.4334 -2.6440 0.05 0.05 1.56
H -3.1773 -0.5838 -3.4458 -0.43 -0.42 -0.27
H -2.2175 0.4905 -2.4734 -0.48 0.06 0.38
H -3.4567 -0.5999 -1.5819 0.89 0.41 -1.51
H 0.1915 -0.1385 -3.3004 0.84 -0.13 0.26
H -0.5748 -1.0535 -4.5008 0.54 -0.74 0.47
H 0.8210 -1.8928 -3.5641 -0.31 0.71 -0.18
H -2.7127 -3.3289 -3.4438 -0.64 0.17 -0.26
H -2.4861 -3.6920 -1.6529 0.21 -0.08 -1.28
H -1.3253 -4.2331 -2.9414 0.29 0.33 0.31
O 0.1515 1.6737 -2.1484 0.50 -0.32 -0.78
S -0.1254 2.5409 -0.9858 -1.03 1.11 1.10
C 0.4958 4.2238 -1.3534 0.59 -1.56 -2.12
C -0.2459 4.7715 -2.5622 0.58 -0.91 1.05
C 0.4328 4.9837 -3.7179 1.42 0.83 -2.24
C -0.2628 5.4315 -4.8922 1.02 0.22 1.02
C -1.5876 5.8261 -4.8126 -0.53 -0.18 -0.57
C -2.2826 5.5052 -3.6283 -0.75 0.62 -1.24
C -1.6190 4.8996 -2.5962 -1.56 0.43 1.37
C 1.0758 2.2355 0.3209 -0.22 2.44 0.98
C 2.5404 2.2916 -0.0158 0.39 0.53 0.32
C 3.4061 3.2602 0.5399 0.30 -1.15 -0.06
C 4.7515 3.3663 0.1569 -0.70 0.26 -0.84
C 5.1965 2.6783 -0.9936 -0.66 -0.89 0.51
C 4.3393 1.6432 -1.5386 1.00 2.07 1.42
C 3.0697 1.4646 -0.9897 0.54 0.26 -1.01
H 1.5201 3.9124 -1.6421 -0.24 0.83 -0.06
H 0.5500 4.8255 -0.4809 -0.34 0.52 0.81
H 1.5729 4.9008 -3.7397 -1.80 -0.12 -0.10
H 0.3198 5.5423 -5.8014 -0.17 0.15 0.04
H -2.1067 6.3177 -5.6870 0.66 -0.72 1.13
H -3.3692 5.7360 -3.5505 0.98 -0.32 -0.02
H -2.2560 4.6293 -1.7464 0.56 -0.01 -0.01
H 0.5898 1.4035 0.7569 0.37 -1.52 0.72
H 0.8164 3.0799 1.0502 0.31 -1.08 -0.80
H 3.0887 3.8862 1.3454 -0.44 0.30 0.39
H 5.3587 4.1097 0.7089 -0.19 -0.58 -0.69
H 6.1924 2.9678 -1.3695 -0.61 -0.69 -0.04
H 4.6252 1.0321 -2.3743 0.25 -0.01 -0.21
H 2.4227 0.8048 -1.5202 -0.45 -0.69 0.01
```
Positions in Å, forces in eV/Å.

Mulliken population analysis, charges in e, atoms 1 to 6: atom 1 (Pt): 1.368, atom 2 (O): -0.963, atom 3 (S): 1.103, atom 4 (O): -0.749, atom 5 (O): -0.857, atom 6 (C): 0.030